Entry 1:
The following is a quantum chemistry calculation of C39H41F2MoN4O4P as an isolated structure, from the Open Molecules 2025 dataset.

Computed properties:
Net charge: +2
HOMO-LUMO gap (alpha / beta) (Eh): 0.19128 / 0.19334
Strongest force on any atom (Eh/bohr): 0.11776
LUMO level (alpha / beta) (eV): -6.86 / -6.83
HOMO energy (alpha / beta) (eV): -12.06 / -12.09
Calculated total energy (eV): -71824.19624

Last column: Löwdin charge in e.
Element x y z (Å)
Mo (-0.08, -0.52, 0.17)  1.736
C (6.58, -1.78, 2.20)  -0.032
C (5.14, -1.41, 2.08)  -0.248
C (4.64, -0.26, 2.67)  0.050
C (3.27, 0.06, 2.66)  -0.107
C (2.88, 1.29, 3.27)  0.056
N (1.83, 1.59, 3.99)  0.101
C (0.83, 0.74, 4.58)  -0.134
C (-0.58, 1.16, 4.14)  -0.133
C (-1.71, 0.69, 5.07)  -0.124
N (-1.78, -0.76, 5.06)  0.119
C (-2.12, -1.42, 3.96)  0.086
C (-3.02, -0.93, 2.96)  -0.123
C (-4.33, -0.48, 3.20)  0.048
C (-5.19, -0.17, 2.15)  -0.232
C (-6.58, 0.28, 2.43)  -0.027
C (-4.75, -0.30, 0.83)  0.073
C (-3.43, -0.65, 0.54)  -0.107
C (-2.91, -0.90, -0.77)  -0.036
N (-1.63, -0.95, -1.06)  -0.138
C (-1.28, -1.68, -2.26)  -0.232
C (-0.83, -3.09, -1.85)  -0.147
C (0.64, -3.16, -1.44)  -0.203
N (1.00, -2.36, -0.28)  -0.078
C (2.17, -2.61, 0.22)  -0.055
C (2.91, -1.84, 1.16)  -0.103
C (4.26, -2.19, 1.36)  0.057
C (2.37, -0.72, 1.87)  -0.266
O (1.14, -0.37, 1.75)  -0.204
C (-2.55, -0.91, 1.63)  -0.243
O (-1.27, -0.99, 1.37)  -0.257
H (7.08, -1.17, 2.95)  0.084
H (7.10, -1.63, 1.26)  0.095
H (6.69, -2.83, 2.47)  0.091
H (5.32, 0.39, 3.21)  0.133
H (3.58, 2.11, 3.13)  0.167
H (1.71, 2.57, 4.23)  0.178
H (0.91, 0.85, 5.67)  0.143
H (1.03, -0.30, 4.32)  0.129
H (-0.77, 0.74, 3.15)  0.079
H (-0.63, 2.25, 4.06)  0.136
H (-2.65, 1.10, 4.71)  0.132
H (-1.54, 1.03, 6.10)  0.140
H (-1.19, -1.24, 5.73)  0.170
H (-1.64, -2.38, 3.77)  0.167
H (-4.70, -0.45, 4.21)  0.135
H (-6.80, 0.24, 3.49)  0.085
H (-7.29, -0.36, 1.91)  0.096
H (-6.73, 1.30, 2.08)  0.098
H (-5.44, -0.11, 0.02)  0.142
H (-3.64, -1.16, -1.54)  0.150
H (-0.44, -1.17, -2.76)  0.055
H (-2.13, -1.74, -2.95)  0.129
H (-0.96, -3.75, -2.70)  0.127
H (-1.46, -3.45, -1.03)  0.121
H (1.26, -2.81, -2.28)  0.138
H (0.89, -4.21, -1.25)  0.128
H (2.71, -3.47, -0.17)  0.142
H (4.63, -3.09, 0.87)  0.135
O (2.53, 1.63, -0.43)  0.124
C (1.78, 1.20, -1.26)  -0.620
O (1.11, 0.08, -1.01)  -0.308
C (1.47, 1.79, -2.61)  -0.182
P (-0.34, 1.43, -2.98)  1.100
C (-0.35, 1.67, -4.81)  -0.363
C (-0.72, 2.87, -5.40)  -0.077
C (-0.77, 2.97, -6.78)  -0.065
C (-0.47, 1.88, -7.58)  -0.069
C (-0.11, 0.67, -6.99)  -0.078
C (-0.06, 0.57, -5.61)  -0.115
C (-1.30, 2.91, -2.49)  -0.431
C (-2.67, 2.68, -2.45)  -0.115
C (-3.54, 3.71, -2.16)  -0.070
C (-3.04, 4.98, -1.91)  -0.067
C (-1.68, 5.21, -1.96)  -0.065
C (-0.80, 4.18, -2.24)  -0.098
H (2.04, 1.22, -3.35)  0.109
H (1.78, 2.83, -2.67)  0.098
H (-0.96, 3.73, -4.81)  0.098
H (-1.05, 3.91, -7.23)  0.111
H (-0.53, 1.95, -8.65)  0.110
H (0.12, -0.18, -7.61)  0.107
H (0.21, -0.38, -5.15)  0.090
H (-3.05, 1.69, -2.66)  0.093
H (-4.61, 3.54, -2.16)  0.106
H (-3.71, 5.79, -1.66)  0.109
H (-1.30, 6.21, -1.80)  0.110
H (0.26, 4.39, -2.28)  0.105
F (-1.79, 1.68, 1.14)  -0.041
C (-0.54, 1.59, 0.54)  -0.360
F (0.31, 2.15, 1.48)  -0.050
H (-0.57, 2.34, -0.27)  0.085



Entry 2:
The following is a quantum chemistry calculation of C39H41N5P2RuS2Se2 as an isolated structure, from the Open Molecules 2025 dataset.

Computed properties:
Expectation value of S²: 0.814
Net charge: +3
2S+1: 2
HOMO-LUMO gap (alpha / beta) (Eh): 0.16112 / 0.17634
Strongest force on any atom (Eh/bohr): 0.05044
ΔE to the lowest compared entry with this formula, charge and spin (kJ/mol): 163.42
LUMO level (alpha / beta) (eV): -9.87 / -9.46
HOMO energy (alpha / beta) (eV): -14.26 / -14.26
Calculated total energy (eV): -222059.33714

Last column: Löwdin charge in e.
Element x y z (Å)
Ru (0.94, 1.15, 0.55)  0.549
Se (3.37, 3.64, -0.76)  0.789
Se (2.59, 1.53, -1.35)  0.756
C (4.11, 0.39, -0.92)  -0.607
C (5.42, 0.82, -1.02)  -0.083
C (6.41, -0.12, -0.76)  -0.016
C (6.06, -1.42, -0.47)  -0.015
C (4.71, -1.75, -0.42)  -0.106
N (3.74, -0.85, -0.63)  -0.014
C (1.59, 4.26, -0.41)  -0.653
C (1.37, 5.63, -0.45)  -0.073
C (0.09, 6.10, -0.20)  -0.003
C (-0.92, 5.19, 0.06)  -0.009
C (-0.62, 3.85, 0.07)  -0.147
N (0.62, 3.38, -0.15)  -0.118
H (5.67, 1.84, -1.29)  0.095
H (7.46, 0.18, -0.81)  0.132
H (6.81, -2.18, -0.29)  0.128
H (4.38, -2.76, -0.21)  0.120
H (2.18, 6.31, -0.69)  0.121
H (-0.10, 7.16, -0.21)  0.135
H (-1.94, 5.52, 0.25)  0.130
H (-1.39, 3.11, 0.27)  0.074
C (-6.20, -2.98, -1.19)  -0.394
S (-4.64, -2.96, -2.10)  0.819
C (-3.55, -3.75, -0.89)  -0.470
C (-2.65, -2.75, -0.15)  -0.252
C (-1.68, -2.08, -1.12)  -0.231
N (-0.80, -1.10, -0.44)  -0.414
P (-1.12, 0.57, -0.50)  0.927
C (-2.80, 0.76, 0.05)  -0.363
C (-3.87, 0.52, -0.82)  -0.089
C (-5.16, 0.61, -0.32)  -0.040
C (-5.39, 0.92, 1.01)  -0.025
C (-4.32, 1.16, 1.87)  -0.045
C (-3.03, 1.10, 1.39)  -0.105
C (-1.04, 1.03, -2.24)  -0.354
C (-0.09, 0.45, -3.07)  -0.149
C (0.11, 0.93, -4.36)  -0.053
C (-0.65, 2.00, -4.82)  -0.033
C (-1.61, 2.58, -4.00)  -0.038
C (-1.80, 2.11, -2.71)  -0.087
P (0.83, -1.30, -0.03)  0.995
C (1.18, -3.05, -0.23)  -0.352
C (0.97, -3.94, 0.82)  -0.060
C (1.17, -5.30, 0.59)  -0.032
C (1.58, -5.75, -0.66)  -0.020
C (1.82, -4.85, -1.69)  -0.038
C (1.63, -3.49, -1.48)  -0.099
C (0.85, -0.99, 1.76)  -0.469
C (-0.32, -0.98, 2.55)  -0.088
C (-0.21, -0.89, 3.93)  -0.038
C (1.04, -0.80, 4.53)  -0.020
C (2.20, -0.79, 3.76)  -0.062
C (2.11, -0.87, 2.38)  -0.126
H (-6.95, -2.51, -1.81)  0.039
H (-6.11, -2.44, -0.25)  0.029
H (-6.51, -4.01, -0.99)  0.044
H (-2.94, -4.47, -1.44)  0.079
H (-4.17, -4.29, -0.18)  0.087
H (-2.09, -3.28, 0.62)  0.111
H (-3.27, -1.99, 0.34)  0.101
H (-2.24, -1.57, -1.90)  0.088
H (-1.07, -2.85, -1.59)  0.117
H (-3.71, 0.28, -1.86)  0.107
H (-6.00, 0.43, -0.99)  0.125
H (-6.40, 0.98, 1.39)  0.126
H (-4.50, 1.40, 2.91)  0.120
H (-2.19, 1.31, 2.04)  0.088
H (0.49, -0.41, -2.74)  0.075
H (0.86, 0.48, -5.00)  0.121
H (-0.49, 2.39, -5.82)  0.124
H (-2.22, 3.40, -4.36)  0.123
H (-2.54, 2.57, -2.07)  0.109
H (0.64, -3.60, 1.79)  0.114
H (1.00, -6.00, 1.39)  0.125
H (1.73, -6.81, -0.82)  0.128
H (2.15, -5.20, -2.66)  0.125
H (1.81, -2.78, -2.28)  0.111
H (-1.29, -1.08, 2.08)  0.098
H (-1.11, -0.91, 4.54)  0.130
H (1.11, -0.74, 5.61)  0.133
H (3.17, -0.72, 4.24)  0.126
H (3.01, -0.92, 1.77)  0.092
N (3.64, 2.64, 2.66)  0.131
C (2.48, 3.10, 3.13)  -0.831
N (2.48, 4.20, 3.87)  0.146
S (0.99, 2.32, 2.81)  0.710
H (4.52, 3.05, 2.95)  0.135
H (3.68, 1.73, 2.25)  0.079
H (3.33, 4.66, 4.15)  0.138
H (1.61, 4.54, 4.25)  0.118



Entry 3:
The following is a quantum chemistry calculation of C39H42B2Cl3N13O7PbSSe as an isolated structure, from the Open Molecules 2025 dataset.

Computed properties:
Expectation value of S²: 0.760
Net charge: -1
2S+1: 2
HOMO-LUMO gap (alpha / beta) (Eh): 0.22279 / 0.20221
Strongest force on any atom (Eh/bohr): 0.00753
ΔE to the lowest compared entry with this formula, charge and spin (kJ/mol): 175.34
LUMO level (alpha / beta) (eV): 0.57 / 0.01
HOMO energy (alpha / beta) (eV): -5.49 / -5.49
Calculated total energy (eV): -195185.05640

Last column: Löwdin charge in e.
Element x y z (Å)
Pb (-0.07, 0.12, 0.01)  1.437
C (1.12, 3.07, 2.09)  -0.013
C (-0.21, 2.51, 2.48)  -0.324
C (-1.10, 3.02, 3.44)  0.003
C (-2.18, 2.17, 3.42)  -0.046
N (-1.96, 1.21, 2.50)  0.039
N (-0.74, 1.42, 1.93)  -0.012
B (-2.84, -0.05, 2.24)  -0.646
N (-3.36, -0.11, 0.78)  0.019
C (-4.60, -0.34, 0.30)  -0.078
C (-4.54, -0.36, -1.07)  -0.018
C (-3.19, -0.13, -1.38)  -0.346
C (-2.55, 0.03, -2.72)  -0.024
N (-2.49, -0.01, -0.25)  -0.013
N (-1.96, -1.32, 2.46)  0.038
C (-2.19, -2.41, 3.21)  -0.051
C (-1.11, -3.26, 3.08)  -0.009
C (-0.24, -2.62, 2.20)  -0.349
C (1.10, -3.10, 1.75)  -0.026
N (-0.76, -1.45, 1.82)  0.000
N (-4.03, 0.04, 3.19)  -0.013
C (-5.05, 0.94, 3.08)  -0.113
C (-5.70, 0.98, 4.28)  -0.025
C (-5.00, 0.07, 5.10)  -0.353
C (-5.24, -0.27, 6.54)  -0.038
N (-4.00, -0.48, 4.44)  0.122
H (1.31, 3.98, 2.65)  0.088
H (1.12, 3.32, 1.03)  0.060
H (1.92, 2.36, 2.29)  0.057
H (-0.96, 3.89, 4.05)  0.107
H (-3.08, 2.19, 4.01)  0.118
H (-5.43, -0.48, 0.97)  0.118
H (-5.35, -0.49, -1.76)  0.102
H (-3.27, -0.18, -3.51)  0.087
H (-1.68, -0.63, -2.84)  0.051
H (-2.19, 1.06, -2.83)  0.039
H (-3.07, -2.49, 3.82)  0.104
H (-0.97, -4.22, 3.55)  0.104
H (1.04, -4.16, 1.49)  0.074
H (1.83, -2.99, 2.55)  0.088
H (1.46, -2.55, 0.88)  0.052
H (-5.22, 1.49, 2.17)  0.109
H (-6.56, 1.59, 4.54)  0.098
H (-6.21, 0.09, 6.87)  0.070
H (-4.47, 0.20, 7.17)  0.077
H (-5.18, -1.34, 6.70)  0.073
Cl (-3.03, 3.71, -2.83)  0.587
C (-2.67, 4.04, -1.12)  -1.474
Cl (-2.86, 5.77, -0.82)  0.589
Cl (-3.83, 3.14, -0.10)  0.626
C (-1.20, 3.52, -0.77)  -0.823
O (-0.46, 4.32, -0.23)  -0.014
O (-1.03, 2.32, -1.11)  -0.218
C (-1.96, -5.42, -1.50)  0.002
C (-0.74, -4.53, -1.64)  -0.456
C (0.52, -5.31, -1.31)  -0.004
O (-0.83, -3.45, -0.67)  0.104
B (-0.36, -2.32, -1.26)  -0.600
O (-0.06, -2.48, -2.58)  0.001
C (-0.63, -3.75, -3.00)  -0.460
C (0.29, -4.38, -4.03)  -0.010
C (-1.99, -3.45, -3.61)  -0.006
H (-1.93, -5.90, -0.53)  0.097
H (-1.95, -6.19, -2.28)  0.098
H (-2.88, -4.84, -1.58)  0.090
H (0.46, -5.65, -0.27)  0.090
H (1.41, -4.69, -1.40)  0.100
H (0.63, -6.19, -1.95)  0.095
H (1.31, -4.44, -3.67)  0.080
H (0.28, -3.78, -4.93)  0.094
H (-0.06, -5.39, -4.27)  0.099
H (-2.67, -3.02, -2.88)  0.093
H (-2.43, -4.35, -4.04)  0.096
H (-1.85, -2.72, -4.41)  0.099
O (7.15, 0.15, 8.44)  -0.366
S (6.36, -0.80, 7.69)  0.385
O (4.93, -0.67, 7.87)  -0.372
O (6.85, -2.16, 7.67)  -0.367
C (6.64, -0.33, 5.94)  -0.333
N (7.90, -0.12, 5.56)  0.123
C (8.08, 0.15, 4.27)  -0.124
C (7.05, 0.21, 3.36)  -0.009
C (5.78, -0.04, 3.85)  -0.225
N (5.58, -0.30, 5.14)  0.159
C (4.55, -0.04, 3.00)  -0.123
C (4.59, 0.08, 1.62)  0.001
C (3.41, 0.05, 0.90)  -0.135
N (2.22, -0.09, 1.47)  -0.042
C (2.17, -0.20, 2.81)  -0.150
C (3.30, -0.19, 3.60)  0.027
H (9.11, 0.32, 3.96)  0.105
H (7.24, 0.44, 2.32)  0.094
H (5.53, 0.19, 1.09)  0.104
H (3.41, 0.14, -0.18)  0.094
H (1.18, -0.31, 3.24)  0.112
H (3.25, -0.30, 4.68)  0.125
Se (2.55, -1.15, -3.44)  1.146
N (1.83, 0.14, -2.47)  -0.263
C (2.24, 1.29, -2.99)  -0.369
C (1.87, 2.58, -2.51)  -0.007
C (2.36, 3.67, -3.15)  -0.055
C (3.24, 3.56, -4.27)  -0.076
C (3.63, 2.36, -4.76)  -0.034
C (3.14, 1.17, -4.13)  -0.396
N (3.43, -0.06, -4.51)  -0.243
H (1.18, 2.67, -1.68)  0.079
H (2.06, 4.66, -2.81)  0.111
H (3.60, 4.47, -4.74)  0.102
H (4.30, 2.27, -5.61)  0.110



> Among the records above, which one has the highest strongest force on any atom?

C39H41F2MoN4O4P



> Which of these has the lowest calculated total energy?

C39H41N5P2RuS2Se2